Computed, not measured: a 8-piece molecular cluster, C76H168F12N4O10P4S4 overall, with ωB97M-V with the def2-TZVPD basis set.

As for the net charge: +4. As for the HOMO energy: -14.20 eV. The value obtained for the maximum force is 0.13001 hartree/bohr. As for the energy: -8123.1644 a.u.

The geometry in XYZ format:
```
278
Properties=species:S:1:pos:R:3:lowdin_charge:R:1
C -8.101 10.717 2.069 -0.615
F -8.147 10.531 0.755 0.140
F -8.155 9.513 2.700 0.098
F -6.927 11.270 2.433 0.118
S -9.622 11.791 2.482 0.670
O -9.671 12.812 1.444 -0.297
O -10.748 10.880 2.421 -0.301
N -9.355 12.262 4.105 -0.306
S -9.273 13.755 4.030 0.516
O -8.150 14.275 3.266 -0.304
O -10.580 14.330 3.755 -0.276
C -8.854 14.114 5.881 -0.605
F -7.569 13.956 6.036 0.152
F -9.167 15.360 6.132 0.166
F -9.629 13.292 6.724 0.061
C -16.073 17.774 6.988 -0.643
F -15.474 18.955 7.177 0.143
F -16.582 17.428 8.162 0.142
F -16.991 17.866 6.040 0.164
S -14.720 16.427 6.531 0.709
O -15.425 15.112 6.616 -0.363
O -14.233 16.884 5.246 -0.301
N -13.701 16.611 7.836 -0.286
S -12.359 16.322 7.300 0.489
O -12.262 15.027 6.657 -0.340
O -11.701 17.392 6.557 -0.296
C -11.419 16.157 9.001 -0.511
F -12.091 15.220 9.841 0.045
F -10.167 15.637 8.672 0.056
F -11.327 17.328 9.602 0.160
C -17.764 7.663 -2.234 -0.104
C -17.246 8.595 -1.145 -0.254
C -15.903 9.240 -1.564 -0.256
C -15.556 10.302 -0.528 -0.269
P -13.884 11.145 -0.815 1.111
C -13.582 12.400 0.578 -0.214
C -14.343 12.017 1.854 -0.250
C -13.899 12.730 3.126 -0.260
C -14.717 13.949 3.420 -0.099
C -12.681 9.753 -0.682 -0.255
C -11.204 10.179 -0.907 -0.235
C -10.811 10.125 -2.390 -0.250
C -9.628 11.030 -2.793 -0.100
C -13.819 11.906 -2.540 -0.232
C -12.997 13.261 -2.641 -0.218
C -12.973 13.753 -4.091 -0.252
C -14.338 14.277 -4.618 -0.091
H -18.675 7.163 -1.905 0.087
H -17.015 6.882 -2.362 0.069
H -17.630 8.089 -3.228 0.081
H -16.986 8.054 -0.235 0.112
H -18.080 9.278 -0.982 0.115
H -15.911 9.718 -2.544 0.108
H -15.093 8.513 -1.619 0.102
H -15.469 9.869 0.469 0.088
H -16.266 11.127 -0.596 0.104
H -13.887 13.382 0.215 0.083
H -12.526 12.482 0.832 0.075
H -14.189 10.965 2.094 0.099
H -15.429 12.095 1.796 0.113
H -12.825 12.913 3.172 0.093
H -13.990 12.115 4.022 0.086
H -14.139 14.510 4.154 0.060
H -15.707 13.688 3.792 0.077
H -14.843 14.705 2.644 0.084
H -12.918 8.972 -1.405 0.092
H -12.792 9.295 0.301 0.097
H -10.664 9.420 -0.341 0.106
H -10.915 11.145 -0.495 0.083
H -11.569 10.344 -3.142 0.089
H -10.482 9.112 -2.624 0.108
H -9.746 12.052 -2.435 0.062
H -9.588 11.176 -3.873 0.073
H -8.648 10.588 -2.611 0.065
H -14.868 12.129 -2.734 0.077
H -13.676 11.046 -3.195 0.090
H -12.001 12.902 -2.381 0.078
H -13.235 14.078 -1.960 0.104
H -12.600 12.944 -4.719 0.107
H -12.332 14.622 -4.238 0.104
H -14.198 14.619 -5.643 0.078
H -14.682 15.159 -4.078 0.077
H -15.128 13.526 -4.593 0.065
C -5.020 13.320 3.939 -0.118
C -4.535 14.744 4.044 -0.229
C -3.047 14.870 3.519 -0.201
C -2.604 16.338 3.633 -0.278
P -0.879 16.786 3.936 1.023
C -0.532 18.541 3.920 -0.256
C -1.528 19.266 4.881 -0.234
C -0.956 20.575 5.500 -0.254
C 0.255 20.427 6.375 -0.108
C -0.288 15.934 5.518 -0.217
C 1.253 15.818 5.646 -0.243
C 1.747 15.216 6.991 -0.236
C 3.306 15.080 7.234 -0.079
C 0.110 16.062 2.565 -0.271
C -0.181 16.307 1.041 -0.222
C 0.507 15.344 -0.029 -0.201
C -0.048 15.559 -1.508 -0.079
H -5.853 13.085 4.601 0.053
H -4.206 12.647 4.211 0.074
H -5.177 12.995 2.910 0.056
H -4.599 15.093 5.074 0.113
H -5.229 15.327 3.440 0.092
H -3.090 14.613 2.461 0.092
H -2.354 14.115 3.889 0.105
H -3.152 16.827 4.438 0.086
H -2.882 16.940 2.769 0.101
H -0.404 18.952 2.918 0.112
H 0.440 18.655 4.401 0.083
H -2.033 18.620 5.600 0.098
H -2.313 19.557 4.183 0.104
H -1.731 21.068 6.088 0.117
H -0.617 21.175 4.656 0.114
H 0.391 21.358 6.924 0.092
H 1.145 20.092 5.841 0.069
H 0.043 19.564 7.006 0.074
H -0.812 14.982 5.431 0.083
H -0.722 16.472 6.361 0.096
H 1.766 16.779 5.615 0.106
H 1.600 15.276 4.766 0.099
H 1.356 14.199 6.997 0.097
H 1.303 15.728 7.845 0.107
H 3.708 16.076 7.050 0.067
H 3.880 14.439 6.565 0.070
H 3.497 14.716 8.243 0.075
H 0.213 14.999 2.783 0.088
H 1.118 16.453 2.706 0.097
H 0.237 17.309 0.941 0.098
H -1.233 16.386 0.767 0.084
H 0.521 14.368 0.456 0.097
H 1.522 15.723 -0.145 0.098
H 0.514 15.093 -2.317 0.075
H -0.204 16.617 -1.721 0.073
H -1.060 15.153 -1.517 0.042
C -5.445 8.343 1.739 -0.084
C -5.728 7.038 0.920 -0.228
C -5.584 5.704 1.690 -0.237
C -6.437 4.571 1.168 -0.253
P -5.659 3.574 -0.176 1.046
C -5.501 4.601 -1.699 -0.254
C -6.706 5.421 -2.209 -0.241
C -6.524 6.063 -3.579 -0.243
C -5.728 7.316 -3.416 -0.121
C -4.064 2.839 0.299 -0.249
C -3.983 2.205 1.721 -0.238
C -2.768 1.308 1.821 -0.246
C -2.836 -0.030 1.010 -0.080
C -6.874 2.193 -0.409 -0.249
C -6.482 1.208 -1.547 -0.220
C -7.267 1.544 -2.851 -0.250
C -7.497 0.285 -3.751 -0.076
H -4.430 8.413 2.128 0.078
H -6.002 8.283 2.674 0.051
H -5.717 9.256 1.209 0.060
H -5.240 7.067 -0.054 0.089
H -6.774 7.150 0.633 0.092
H -5.857 5.933 2.719 0.097
H -4.549 5.395 1.840 0.109
H -7.405 4.968 0.862 0.106
H -6.516 3.788 1.922 0.093
H -5.223 3.892 -2.479 0.093
H -4.655 5.255 -1.484 0.084
H -6.964 6.182 -1.472 0.088
H -7.535 4.716 -2.158 0.101
H -7.510 6.361 -3.933 0.115
H -6.063 5.444 -4.349 0.122
H -6.192 8.198 -2.975 0.072
H -5.390 7.632 -4.404 0.083
H -4.834 7.211 -2.803 0.068
H -3.291 3.606 0.248 0.106
H -3.834 2.060 -0.428 0.080
H -4.871 1.592 1.875 0.102
H -4.027 2.973 2.494 0.106
H -2.495 0.908 2.798 0.113
H -1.915 1.902 1.492 0.110
H -1.901 -0.584 1.092 0.082
H -2.940 0.229 -0.044 0.054
H -3.650 -0.681 1.328 0.080
H -7.911 2.519 -0.328 0.103
H -6.795 1.758 0.587 0.077
H -6.803 0.219 -1.220 0.116
H -5.414 1.189 -1.762 0.101
H -6.614 2.258 -3.353 0.084
H -8.188 2.073 -2.607 0.097
H -7.750 0.483 -4.792 0.078
H -8.325 -0.275 -3.315 0.075
H -6.647 -0.379 -3.592 0.075
C -8.154 21.398 -3.878 -0.104
C -7.285 20.189 -3.768 -0.263
C -7.840 18.937 -3.041 -0.223
C -7.783 19.153 -1.504 -0.273
P -8.007 17.687 -0.427 1.053
C -9.619 16.758 -0.729 -0.224
C -10.883 17.555 -0.454 -0.245
C -11.611 17.318 0.825 -0.232
C -11.758 15.832 1.192 -0.086
C -6.655 16.531 -0.578 -0.284
C -6.558 15.276 0.291 -0.234
C -5.615 14.170 -0.257 -0.201
C -4.183 14.683 -0.750 -0.061
C -7.948 18.387 1.318 -0.231
C -8.278 17.331 2.378 -0.266
C -8.726 17.909 3.706 -0.252
C -7.717 18.769 4.529 -0.059
H -9.122 21.387 -3.378 0.077
H -8.484 21.448 -4.916 0.080
H -7.643 22.338 -3.670 0.084
H -6.306 20.451 -3.369 0.110
H -7.162 19.786 -4.773 0.109
H -7.335 17.996 -3.259 0.102
H -8.909 18.885 -3.243 0.108
H -8.340 20.011 -1.128 0.105
H -6.760 19.490 -1.334 0.095
H -9.542 15.752 -0.316 0.083
H -9.461 16.594 -1.794 0.087
H -11.651 17.327 -1.193 0.117
H -10.666 18.596 -0.690 0.110
H -12.604 17.765 0.867 0.123
H -11.083 17.802 1.646 0.096
H -12.458 15.621 2.001 0.074
H -10.792 15.435 1.504 0.038
H -12.182 15.173 0.434 0.059
H -5.826 17.229 -0.464 0.099
H -6.752 16.153 -1.596 0.105
H -7.542 14.863 0.515 0.095
H -6.305 15.537 1.319 0.079
H -6.166 13.482 -0.899 0.099
H -5.617 13.485 0.591 0.079
H -3.507 14.784 0.100 0.039
H -4.180 15.682 -1.186 0.061
H -3.787 13.884 -1.376 0.073
H -8.628 19.239 1.319 0.100
H -6.975 18.821 1.544 0.099
H -7.410 16.737 2.666 0.087
H -9.125 16.742 2.026 0.081
H -9.149 17.121 4.329 0.091
H -9.603 18.510 3.465 0.108
H -8.169 19.238 5.403 0.083
H -7.556 19.552 3.787 0.060
H -6.835 18.175 4.767 0.065
C -7.500 10.872 7.611 -0.040
C -7.448 9.999 6.423 -0.275
C -6.992 8.600 6.816 -0.230
O -7.007 7.765 5.729 -0.156
C -6.615 6.513 6.127 -0.108
N -8.868 9.972 5.833 0.243
H -9.519 9.998 6.605 0.144
H -8.987 10.750 5.200 0.065
H -9.026 9.186 5.219 0.151
H -8.169 10.662 8.445 0.112
H -7.861 11.871 7.363 0.063
H -6.527 11.102 8.044 0.113
H -6.923 10.361 5.538 0.157
H -7.448 8.350 7.775 0.147
H -5.963 8.658 7.171 0.144
H -7.407 6.024 6.694 0.105
H -5.686 6.454 6.694 0.107
H -6.511 5.967 5.190 0.085
C -15.526 10.392 8.515 -0.011
C -15.215 11.809 7.899 -0.257
C -13.712 12.024 7.657 -0.134
O -13.259 11.300 6.482 -0.199
C -11.943 11.590 6.060 -0.115
N -15.999 12.013 6.588 0.257
H -16.942 11.670 6.697 0.166
H -15.956 12.993 6.347 0.113
H -15.515 11.515 5.855 0.140
H -16.601 10.483 8.673 0.085
H -15.002 10.067 9.413 0.095
H -15.157 9.674 7.782 0.083
H -15.548 12.619 8.549 0.157
H -13.194 11.684 8.554 0.141
H -13.557 13.083 7.451 0.107
H -11.711 11.049 5.143 0.077
H -11.227 11.465 6.872 0.075
H -11.879 12.637 5.761 0.069
```